Molecular formula: C18H42CrNO11
Method: DFT, ωB97M-V/def2-TZVPD

Summary:
- Multiplicity: 5
- E_tot: -71774.77544 eV
- Strongest force on any atom: 3.1 eV Å⁻¹
- Frontier orbital gap (alpha / beta): 7.6 / 8.2 eV
- Lowest unoccupied orbital energy (alpha / beta): -0.1632 / -0.1459 hartree
- ⟨S²⟩: 6.02
- Total charge: +1

The geometry in XYZ format:
```
73
Properties=species:S:1:pos:R:3:lowdin_charge:R:1
H 3.76139 0.79602 -0.98010 0.09
C 1.28558 -2.95903 0.90436 -0.61
H -0.31807 0.42799 -1.46031 0.08
O -3.36644 0.37702 1.97880 0.04
H -4.13890 0.28411 -1.63452 0.09
C 2.89613 3.37835 2.24378 -0.19
O 0.50875 2.53142 1.06653 0.09
C -5.68351 -0.13492 1.45950 -0.05
H 1.29759 0.69890 -1.50829 0.08
C -2.42461 -0.47041 1.59684 -0.60
H 1.39095 -1.46293 3.79903 0.11
H 2.57699 1.25119 1.93192 0.05
H 3.62394 4.00225 2.75946 0.13
H -3.92222 -1.11825 -3.74540 0.08
H 0.73198 -0.55862 -0.57928 0.08
H 4.44159 2.41869 -0.73966 0.09
H 2.22419 -5.63145 -2.08604 0.08
H 3.09596 -4.68024 -1.00504 0.08
O -1.33272 -0.10322 1.23580 0.10
O 1.29047 -2.10352 0.05230 0.10
H -3.07513 1.11695 -3.62252 0.13
O 2.18530 1.67780 -3.10418 -0.39
H 0.57083 -4.23225 -1.26139 0.12
C -3.05581 0.27684 -1.74655 -0.06
H 4.73540 2.46976 -4.36263 0.07
C 1.54289 -1.44543 2.72285 -0.03
H -2.62981 1.03858 -1.08739 0.08
H -1.13934 -2.91413 2.10122 0.11
H -4.82317 0.68025 3.32596 0.13
O -2.77462 -1.73982 1.73399 0.00
H -2.79048 -0.65711 -1.22734 0.08
C 0.96528 -4.90384 -0.49500 -0.20
H 2.62696 -6.28976 -0.43747 0.08
H 0.30971 1.02708 -0.09823 0.08
H 4.29662 1.83958 2.08336 0.09
C 3.26800 1.92226 2.43863 -0.07
H 2.47632 -0.92203 2.51194 0.09
C 3.61552 1.85956 -1.18204 -0.08
N 0.53736 0.40439 -0.88330 0.29
O -0.52686 3.79227 2.66557 0.03
H 0.23583 -5.70106 -0.37623 0.13
H -2.26594 -1.75164 -3.57228 0.08
C -4.60587 -0.03554 2.53476 -0.21
H -4.59638 -1.00927 3.02818 0.12
H -2.82227 -0.84570 -5.01387 0.08
C -1.93968 -2.79878 1.37071 -0.02
H -1.57607 -2.67107 0.34471 0.10
H 2.84023 3.75229 1.21976 0.12
C 3.36182 2.26286 -2.63871 -0.56
Cr 0.45943 1.52211 -4.23654 1.19
C 4.59900 1.87186 -3.46061 -0.06
H -1.84573 3.71748 1.03582 0.10
H -2.08357 2.50572 2.35377 0.08
C 2.30116 -5.42867 -1.01684 -0.05
C -1.79735 3.53085 2.10901 -0.03
H -2.51379 4.19306 2.59266 0.10
O 1.57276 3.61393 2.75116 0.04
H 3.31462 3.35587 -2.58718 0.13
H 2.76893 2.17085 -0.56305 0.05
O 1.56851 -2.75535 2.18814 0.02
C -2.47672 0.32999 -3.13487 -0.59
O 1.13931 -4.25403 0.75621 0.05
H -5.34108 -0.72848 0.61426 0.07
O -1.13141 0.67844 -3.23632 -0.38
H 3.25100 1.61603 3.48512 0.09
H 0.73133 -0.84506 2.30544 0.08
H 4.45507 0.81431 -3.69271 0.08
H -2.55611 -3.69046 1.25708 0.11
H 5.55013 1.95559 -2.93461 0.08
H -6.61483 -0.50057 1.88746 0.08
C 0.49738 3.20134 2.07106 -0.57
H -5.86849 0.88677 1.11909 0.08
C -2.86522 -0.90800 -3.92574 -0.06
```